Version i
Formula: C2H5NO2
Source: the Open Molecules 2025 dataset
Level of theory: ωB97M-V/def2-TZVPD

Values from the calculation:
gap between HOMO and LUMO = 0.3820 hartree
total charge = 0
LUMO level = 0.0312 Eh
SMILES = CC(=O)NO
HOMO = -9.5 eV
spin multiplicity = 1

Each line ends with the natural charge from an NBO analysis.
Element x y z (Å)
C -1.783 -0.560 0.049  -0.719
C -0.363 0.181 -0.059  0.640
O -0.361 1.375 -0.002  -0.633
N 0.676 -0.631 -0.171  -0.316
O 1.896 -0.194 0.115  -0.525
H -2.176 -0.202 1.050  0.241
H -1.743 -1.707 -0.087  0.208
H -2.391 -0.070 -0.695  0.238
H 0.411 -1.538 0.163  0.379
H 1.764 0.767 -0.075  0.487

---

Version ii
Formula: C2H5NO2
Source: the Open Molecules 2025 dataset
Level of theory: ωB97M-V/def2-TZVPD

Values from the calculation:
gap between HOMO and LUMO = 0.3993 hartree
total charge = 0
LUMO level = 0.0299 Eh
SMILES = NC=O.C=O
HOMO = -10.1 eV
spin multiplicity = 1

Each line ends with the natural charge from an NBO analysis.
Element x y z (Å)
N -0.480 -2.681 -0.336  -0.827
C -0.354 -3.553 0.701  0.520
O -0.218 -3.192 1.845  -0.591
H -0.244 -2.946 -1.282  0.390
H -0.348 -1.708 -0.123  0.397
H -0.441 -4.616 0.456  0.111
C 0.484 4.692 -0.333  0.257
O 1.223 3.965 0.294  -0.495
H -0.585 4.452 -0.457  0.120
H 0.961 5.587 -0.766  0.118

---

Version iii
Formula: C2H5NO2
Source: the Open Molecules 2025 dataset
Level of theory: ωB97M-V/def2-TZVPD

Values from the calculation:
gap between HOMO and LUMO = 0.3905 hartree
total charge = 0
LUMO level = 0.0274 Eh
SMILES = NCC(=O)O
HOMO = -9.9 eV
spin multiplicity = 1

Each line ends with the natural charge from an NBO analysis.
Element x y z (Å)
N 1.664 0.731 0.260  -0.808
C 0.619 0.446 -0.720  -0.335
C -0.545 -0.327 -0.148  0.786
O -1.156 -1.204 -0.690  -0.588
O -0.853 0.078 1.109  -0.689
H 2.473 1.076 -0.240  0.361
H 1.304 1.497 0.821  0.362
H 0.158 1.315 -1.159  0.194
H 0.927 -0.150 -1.584  0.222
H -1.733 -0.320 1.249  0.495

---

Version iv
Formula: C2H5NO2
Source: the Open Molecules 2025 dataset
Level of theory: ωB97M-V/def2-TZVPD

Values from the calculation:
gap between HOMO and LUMO = 0.3740 hartree
total charge = 0
LUMO level = 0.0167 Eh
SMILES = OC/C=N\O
HOMO = -9.7 eV
spin multiplicity = 1

Each line ends with the natural charge from an NBO analysis.
Element x y z (Å)
O 2.076 0.167 -0.161  -0.689
C 0.756 -0.277 -0.039  -0.145
C -0.241 0.836 -0.057  0.008
N -1.532 0.757 -0.002  -0.134
O -2.008 -0.529 -0.055  -0.568
H 2.578 -0.694 0.446  0.469
H 0.645 -0.797 0.977  0.182
H 0.499 -1.000 -0.884  0.187
H 0.193 1.874 0.047  0.207
H -2.968 -0.338 -0.272  0.483

---

Stability, lowest: version iv

---

Version i
Formula: C2H5NO2
Source: the Open Molecules 2025 dataset
Level of theory: ωB97M-V/def2-TZVPD

Values from the calculation:
gap between HOMO and LUMO (alpha / beta) = 0.2901 / 0.3460 hartree
total charge = 0
LUMO level (alpha / beta) = 0.0144 / 0.0271 Eh
HOMO (alpha / beta) = -7.5 / -8.7 eV
spin multiplicity = 1

Each line ends with the natural charge from an NBO analysis.
Element x y z (Å)
C 0.485 -1.000 0.000  0.388
C -1.268 0.538 0.010  -0.277
N 2.673 0.217 -0.146  -0.352
O 1.343 0.105 -0.047  -0.300
O -0.867 -0.843 0.145  -0.482
H 0.936 -1.896 0.162  0.149
H -2.298 0.609 -0.466  0.210
H -0.587 0.883 -0.870  0.197
H -1.032 1.094 0.888  0.200
H 3.123 -0.679 0.000  0.267

---

Version ii
Formula: C2H5NO2
Source: the Open Molecules 2025 dataset
Level of theory: ωB97M-V/def2-TZVPD

Values from the calculation:
gap between HOMO and LUMO = 0.3456 hartree
total charge = 0
LUMO level = 0.0157 Eh
SMILES = NCC(=O)O
HOMO = -9.0 eV
spin multiplicity = 1

Each line ends with the natural charge from an NBO analysis.
Element x y z (Å)
N 1.140 -0.845 0.071  -0.853
C 0.430 0.325 0.051  -0.360
C -0.977 0.025 -0.341  0.741
O -1.191 -1.202 -0.333  -0.595
O -1.785 0.989 -0.385  -0.618
H 1.210 -1.420 1.058  0.381
H 0.871 -1.581 -0.743  0.395
H 0.497 0.588 1.162  0.229
H 1.068 1.291 -0.444  0.179
H -1.263 1.829 -0.097  0.500

---

Version iii
Formula: C2H5NO2
Source: the Open Molecules 2025 dataset
Level of theory: ωB97M-V/def2-TZVPD

Values from the calculation:
gap between HOMO and LUMO = 0.3672 hartree
total charge = 0
LUMO level = 0.0165 Eh
SMILES = NCC(=O)O
HOMO = -9.5 eV
spin multiplicity = 1

Each line ends with the natural charge from an NBO analysis.
Element x y z (Å)
N -1.248 0.115 -0.073  -0.884
C -0.057 -0.771 0.039  -0.359
C 1.085 0.086 -0.065  0.734
O 2.224 -0.422 -0.075  -0.581
O 0.926 1.396 -0.065  -0.662
H -1.404 0.617 0.688  0.363
H -1.387 0.247 -1.082  0.401
H 0.077 -1.310 1.020  0.242
H -0.305 -1.676 -0.715  0.251
H 0.090 1.718 0.330  0.496

---

Version iv
Formula: C2H5NO2
Source: the Open Molecules 2025 dataset
Level of theory: ωB97M-V/def2-TZVPD

Values from the calculation:
gap between HOMO and LUMO = 0.3352 hartree
total charge = 0
LUMO level = -0.0060 Eh
SMILES = O=NCCO
HOMO = -9.3 eV
spin multiplicity = 1

Each line ends with the natural charge from an NBO analysis.
Element x y z (Å)
O -2.654 -0.113 -0.506  -0.279
N -1.701 0.362 0.099  0.157
C -0.506 -0.502 -0.002  -0.350
C 0.840 0.162 -0.276  -0.064
O 0.996 1.308 0.540  -0.723
H -0.322 -0.996 1.079  0.214
H -0.673 -1.269 -0.769  0.207
H 0.797 0.449 -1.411  0.177
H 1.650 -0.573 -0.052  0.183
H 1.574 1.171 1.298  0.478

---

Stability, lowest: version i

---

Version i
Formula: C2H5NO2
Source: the Open Molecules 2025 dataset
Level of theory: ωB97M-V/def2-TZVPD

Values from the calculation:
gap between HOMO and LUMO = 0.3979 hartree
total charge = 0
LUMO level = 0.0206 Eh
SMILES = C=NO.C=O
HOMO = -10.3 eV
spin multiplicity = 1

Each line ends with the natural charge from an NBO analysis.
Element x y z (Å)
C 0.565 -0.962 0.111  -0.202
N 1.453 -0.283 -0.462  -0.072
O 1.986 0.775 0.178  -0.524
H 0.172 -1.818 -0.399  0.210
H 0.235 -0.786 1.141  0.165
H 1.613 0.884 1.075  0.439
C -1.495 0.536 -0.404  0.272
O -2.328 -0.072 0.200  -0.513
H -1.243 0.322 -1.457  0.119
H -0.957 1.404 0.018  0.106

---

Version ii
Formula: C2H5NO2
Source: the Open Molecules 2025 dataset
Level of theory: ωB97M-V/def2-TZVPD

Values from the calculation:
gap between HOMO and LUMO = 0.3444 hartree
total charge = 0
LUMO level = 0.0350 Eh
SMILES = O[C@@H]1CON1
HOMO = -8.4 eV
spin multiplicity = 1

Each line ends with the natural charge from an NBO analysis.
Element x y z (Å)
O 1.612 -0.736 -0.248  -0.688
C 0.611 -0.007 0.256  0.196
C -0.804 -0.652 0.504  -0.097
O -1.452 0.574 -0.499  -0.438
N -0.060 0.955 -0.673  -0.393
H 1.494 -0.738 -1.190  0.486
H 0.956 0.679 1.029  0.164
H -0.990 -1.514 -0.058  0.198
H -1.421 -0.526 1.455  0.217
H 0.054 1.966 -0.576  0.356

---

Version iii
Formula: C2H5NO2
Source: the Open Molecules 2025 dataset
Level of theory: ωB97M-V/def2-TZVPD

Values from the calculation:
gap between HOMO and LUMO = 0.3872 hartree
total charge = 0
LUMO level = 0.0255 Eh
SMILES = NC=O.C=O
HOMO = -9.8 eV
spin multiplicity = 1

Each line ends with the natural charge from an NBO analysis.
Element x y z (Å)
N 0.345 -1.001 -0.943  -0.827
C 1.185 0.043 -1.159  0.510
O 1.683 0.600 -0.210  -0.626
H -0.102 -1.304 -1.743  0.377
H 0.134 -1.545 0.017  0.442
H 1.411 0.339 -2.191  0.128
C -1.321 0.764 1.364  0.240
O -1.793 -0.337 1.014  -0.538
H -0.238 0.845 1.073  0.163
H -1.926 1.730 1.780  0.129

---

Stability, lowest: version ii

---

Version i
Formula: C3H10S
Source: the Open Molecules 2025 dataset
Level of theory: ωB97M-V/def2-TZVPD

Values from the calculation:
gap between HOMO and LUMO = 0.3661 hartree
total charge = 0
LUMO level = 0.0347 Eh
SMILES = CCS.C
HOMO = -9.0 eV
spin multiplicity = 1

Each line ends with the natural charge from an NBO analysis.
Element x y z (Å)
C 1.238 2.188 0.802  -0.625
C 2.229 1.045 0.832  -0.487
S 1.393 -0.616 0.838  -0.069
H 0.420 1.998 1.508  0.209
H 0.854 2.383 -0.198  0.215
H 1.673 3.092 1.217  0.218
H 2.858 1.100 -0.057  0.209
H 2.858 1.045 1.714  0.213
H 0.186 -0.096 0.606  0.117
C -5.357 -1.835 -2.926  -0.848
H -6.024 -1.876 -2.072  0.213
H -4.855 -0.881 -3.027  0.212
H -5.947 -2.010 -3.821  0.210
H -4.631 -2.640 -2.916  0.213

---

Version ii
Formula: C3H10S
Source: the Open Molecules 2025 dataset
Level of theory: ωB97M-V/def2-TZVPD

Values from the calculation:
gap between HOMO and LUMO = 0.3928 hartree
total charge = 0
LUMO level = 0.0322 Eh
SMILES = CCC.S
HOMO = -9.8 eV
spin multiplicity = 1

Each line ends with the natural charge from an NBO analysis.
Element x y z (Å)
C -0.872 -0.318 -1.208  -0.607
C -0.934 0.338 0.162  -0.395
C -0.727 -0.669 1.294  -0.604
H 0.111 -0.760 -1.389  0.200
H -1.068 0.389 -2.013  0.211
H -1.591 -1.136 -1.278  0.201
H -1.905 0.819 0.293  0.195
H -0.194 1.139 0.236  0.192
H -0.811 -0.179 2.264  0.208
H -1.460 -1.473 1.218  0.202
H 0.259 -1.135 1.219  0.196
S 2.858 0.970 -0.844  -0.285
H 2.319 0.659 0.343  0.142
H 4.015 1.357 -0.296  0.143

---

Version iii
Formula: C3H10S
Source: the Open Molecules 2025 dataset
Level of theory: ωB97M-V/def2-TZVPD

Values from the calculation:
gap between HOMO and LUMO = 0.3649 hartree
total charge = 0
LUMO level = 0.0327 Eh
SMILES = CCS.C
HOMO = -9.0 eV
spin multiplicity = 1

Each line ends with the natural charge from an NBO analysis.
Element x y z (Å)
C -1.107 0.730 1.697  -0.616
C -0.758 2.203 1.731  -0.511
S -0.231 2.779 3.377  -0.056
H -2.054 0.443 2.181  0.215
H -0.374 0.195 2.307  0.203
H -1.042 0.333 0.686  0.212
H 0.080 2.381 1.051  0.208
H -1.594 2.758 1.377  0.223
H 0.703 1.810 3.661  0.122
C 1.330 -2.719 -3.671  -0.864
H 0.714 -1.904 -3.214  0.214
H 0.889 -3.493 -3.029  0.214
H 2.383 -2.685 -3.425  0.218
H 1.062 -2.831 -4.728  0.219

---

Stability, lowest: version iii